1.
A molecular structure, C38H85N5O4 in a non-equilibrium geometry. Source: the Open Molecules 2025 dataset; level of theory: ωB97M-V/def2-TZVPD.

Summary:
Lowest unoccupied orbital energy, eV: -9.12
Highest occupied orbital energy, eV: -9.9
Electronic energy, hartree: -2070.83779
Largest force on an atom, Eh/bohr: 0.1522

Structure (ORCA input):
```
! RIJCOSX wB97M-V def2-TZVPD def2/J DEFGRID3
* xyz 4 1
C 3.460 3.589 -5.071
C 3.733 4.088 -3.714
O 4.042 3.452 -2.714
N 3.957 5.467 -3.673
H 3.520 6.038 -4.363
H 1.873 1.212 -1.899
C 4.486 6.162 -2.577
H 3.056 4.379 -5.743
H 2.825 2.684 -5.051
H 4.412 3.321 -5.543
H 4.731 5.476 -1.794
H 3.689 6.808 -2.098
H 5.260 6.821 -2.973
C 4.557 -6.268 -7.593
C 3.728 -4.918 -7.649
C 4.226 -3.934 -6.540
N 3.502 -2.676 -6.593
C 4.093 -1.733 -5.566
C 5.579 -1.401 -5.847
C 5.699 -0.722 -7.224
C 4.926 -1.550 -8.353
C 3.525 -1.872 -7.869
C 2.043 -2.940 -6.171
H 5.645 -6.092 -7.605
H 4.392 -6.907 -8.460
H 4.307 -6.966 -6.794
H 2.639 -4.922 -7.628
H 3.918 -4.446 -8.645
H 5.254 -3.686 -6.674
H 4.081 -4.421 -5.561
H 3.950 -2.208 -4.570
H 3.451 -0.849 -5.632
H 6.227 -2.255 -5.770
H 5.876 -0.699 -5.058
H 6.775 -0.850 -7.469
H 5.398 0.296 -7.152
H 5.363 -2.524 -8.560
H 4.994 -1.098 -9.319
H 2.964 -2.440 -8.622
H 2.903 -0.977 -7.662
H 1.982 -3.537 -5.289
H 1.569 -3.433 -7.007
H 1.703 -1.923 -5.967
C -12.530 -0.632 -3.225
C -12.098 -1.890 -2.320
C -11.818 -2.706 -3.443
N -10.486 -4.074 -3.233
C -9.832 -4.448 -4.524
C -8.332 -5.241 -4.011
C -7.130 -4.424 -3.960
C -8.313 -4.601 -2.571
C -9.295 -3.414 -2.447
C -11.033 -5.368 -2.665
H -13.239 0.028 -2.736
H -12.787 -0.758 -4.265
H -11.640 0.056 -3.167
H -13.045 -2.129 -1.889
H -11.264 -1.486 -1.654
H -11.119 -2.236 -4.177
H -12.590 -3.393 -3.861
H -9.511 -3.519 -4.949
H -10.426 -4.907 -5.313
H -7.411 -5.982 -4.656
H -8.436 -6.342 -3.850
H -7.007 -3.415 -4.528
H -6.114 -4.726 -3.488
H -1.312 7.542 -0.973
H -7.690 -4.938 -1.676
H -8.906 -2.480 -2.896
H -9.489 -3.376 -1.341
H -10.191 -5.981 -2.346
H -11.459 -5.802 -3.519
H -11.821 -5.174 -1.916
C -0.334 7.297 6.293
C -1.414 7.631 5.465
C -2.851 6.843 5.501
N -3.955 7.874 5.600
C -5.208 7.045 5.906
C -3.812 9.061 6.729
C -5.030 9.826 6.355
C -5.162 9.895 4.856
C -4.195 8.774 4.326
H 0.067 6.150 6.339
H -0.109 8.137 6.962
H -0.855 3.701 12.678
H -1.349 8.242 4.711
H -0.554 12.155 3.444
H -2.951 6.343 6.438
H -2.926 6.236 4.622
H -6.123 7.591 5.990
H -4.849 6.814 6.932
H -5.290 6.179 5.250
H -3.648 8.624 7.726
H -3.069 9.688 6.605
H -5.568 9.091 6.823
H -5.034 11.003 6.384
H -6.147 9.771 4.525
H -4.739 10.807 4.467
H -4.542 8.100 3.555
H -3.206 9.156 3.929
C 8.945 -2.428 4.540
C 8.179 -3.193 5.370
C 8.468 -4.223 6.255
N 7.855 -3.791 7.556
C 8.659 -2.965 8.626
C 7.670 -5.248 8.163
C 6.534 -4.931 9.372
C 5.505 -3.727 8.951
C 6.223 -3.311 7.464
H 10.104 -2.845 4.492
H 8.867 -1.414 4.310
H 8.935 -2.033 2.946
H 8.630 -3.116 3.507
H 7.316 -2.660 5.700
H 9.515 -4.498 6.500
H 7.682 -4.934 5.831
H 8.709 -1.890 8.539
H 9.630 -3.243 8.166
H 8.496 -3.277 9.633
H 8.668 -5.669 8.620
H 6.949 -5.951 7.498
H 7.011 -5.193 10.216
H 5.830 -5.811 9.292
H 5.388 -3.148 9.805
H 4.631 -4.227 8.657
H 6.303 -2.308 7.104
H 5.772 -3.987 6.787
O 1.368 -0.116 0.665
C 1.989 0.774 -0.155
O 1.345 0.731 -1.367
O 2.891 1.539 0.102
H 0.793 -0.670 0.101
*
```


2.
8 unconnected molecules or ions with the total composition C38H85N5O8P in a non-equilibrium geometry. Source: the Open Molecules 2025 dataset; level of theory: ωB97M-V/def2-TZVPD.

Summary:
Lowest unoccupied orbital energy, eV: -2.70
Highest occupied orbital energy, eV: -10.9
Electronic energy, hartree: -2715.67047
Largest force on an atom, Eh/bohr: 0.0519

Structure (ORCA input):
```
! RIJCOSX wB97M-V def2-TZVPD def2/J DEFGRID3
* xyz 1 1
C -2.895 -4.016 5.099
C -1.791 -3.013 4.684
P -1.401 -3.195 2.869
C -1.514 -1.502 2.171
N 0.303 -3.807 2.716
C 0.132 -5.226 3.140
C 0.152 -6.114 1.833
N 0.192 -5.094 0.781
C -0.975 -4.899 -0.103
C -1.399 -6.171 -0.853
N -2.398 -5.730 -1.857
C 0.727 -3.971 1.398
N 1.549 -3.211 0.759
C 2.142 -2.015 1.397
C 3.154 -1.280 0.505
C 3.985 -2.241 -0.370
O 4.163 -2.004 -1.549
N 4.441 -3.389 0.308
C 5.306 -4.254 -0.465
C 4.929 -5.571 -0.553
C 5.675 -6.509 -1.230
C 6.847 -6.104 -1.838
C 7.217 -4.784 -1.764
C 6.474 -3.857 -1.081
H -3.027 -3.965 6.183
H -2.637 -5.053 4.856
H -3.807 -3.777 4.547
H -0.896 -3.227 5.280
H -2.184 -2.007 4.858
H -2.433 -1.039 2.556
H -1.609 -1.501 1.079
H -0.683 -0.835 2.435
H -0.878 -5.403 3.544
H 0.768 -5.546 3.968
H 1.168 -6.530 1.871
H -0.600 -6.892 1.763
H -1.862 -4.488 0.394
H -0.678 -4.168 -0.866
H -1.926 -6.846 -0.172
H -0.551 -6.637 -1.361
H -3.289 -6.178 -1.702
H -2.047 -5.964 -2.775
H 1.731 -3.495 -0.199
H 2.622 -2.345 2.323
H 1.323 -1.361 1.696
H 3.886 -0.824 1.190
H 2.731 -0.464 -0.080
H 4.863 -3.100 1.187
H 4.008 -5.886 -0.066
H 5.334 -7.539 -1.243
H 7.450 -6.842 -2.356
H 8.136 -4.504 -2.272
H 6.783 -2.816 -1.028
C -3.898 3.392 2.114
C -4.374 1.949 2.107
C -5.809 1.841 2.599
O -3.520 1.153 2.940
H -3.920 3.805 3.124
H -2.864 3.455 1.767
H -4.518 4.017 1.473
H -4.301 1.542 1.098
H -5.892 2.203 3.628
H -6.137 0.800 2.598
H -6.486 2.420 1.971
H -3.575 1.502 3.836
C 2.640 0.518 5.532
C 2.489 0.584 4.022
C 2.428 2.021 3.531
O 1.300 -0.112 3.626
H 1.785 0.988 6.025
H 2.675 -0.518 5.870
H 3.549 1.022 5.861
H 3.329 0.070 3.547
H 1.566 2.538 3.961
H 2.312 2.053 2.447
H 3.331 2.570 3.801
H 0.550 0.330 4.039
C -4.373 8.424 2.020
C -4.560 7.542 3.245
C -4.036 8.222 4.500
O -3.879 6.299 3.051
H -3.313 8.633 1.851
H -4.745 7.922 1.125
H -4.901 9.373 2.133
H -5.618 7.306 3.369
H -2.965 8.425 4.411
H -4.169 7.576 5.369
H -4.553 9.164 4.685
H -2.942 6.492 2.939
C 7.938 -0.386 -5.043
C 7.611 -1.872 -5.056
C 6.175 -2.126 -4.620
O 8.507 -2.569 -4.189
H 7.832 0.023 -4.035
H 8.972 -0.220 -5.349
H 7.282 0.169 -5.715
H 7.767 -2.272 -6.058
H 6.011 -1.772 -3.598
H 5.957 -3.195 -4.626
H 5.467 -1.621 -5.280
H 8.381 -2.225 -3.299
C 6.676 -11.812 -1.952
C 5.448 -10.961 -1.668
C 4.185 -11.616 -2.207
O 5.610 -9.669 -2.260
H 6.816 -11.941 -3.029
H 7.574 -11.328 -1.568
H 6.588 -12.798 -1.493
H 5.350 -10.805 -0.593
H 4.247 -11.738 -3.292
H 3.314 -10.992 -2.004
H 4.025 -12.596 -1.756
H 5.699 -9.789 -3.212
C -6.171 9.840 -1.835
C -5.411 10.807 -0.941
C -6.361 11.709 -0.168
O -4.532 11.604 -1.733
H -6.767 10.382 -2.575
H -5.476 9.206 -2.389
H -6.838 9.201 -1.253
H -4.788 10.247 -0.242
H -6.963 12.313 -0.852
H -5.801 12.402 0.463
H -7.034 11.127 0.465
H -5.068 12.105 -2.356
C -5.676 10.008 -6.524
C -6.141 8.730 -5.843
C -5.548 7.499 -6.509
O -7.566 8.659 -5.881
H -5.995 10.026 -7.570
H -6.116 10.881 -6.040
H -4.589 10.102 -6.490
H -5.854 8.752 -4.791
H -5.863 7.436 -7.555
H -5.898 6.591 -6.015
H -4.457 7.516 -6.475
H -7.836 8.640 -6.806
*
```


3.
9 unconnected molecules or ions with the total composition C38H90N4O17S in a non-equilibrium geometry. Source: the Open Molecules 2025 dataset; level of theory: ωB97M-V/def2-TZVPD.

Summary:
Lowest unoccupied orbital energy, eV: 0.53
Highest occupied orbital energy, eV: -8.7
Electronic energy, hartree: -3397.78480
Largest force on an atom, Eh/bohr: 0.0700

Structure (ORCA input):
```
! RIJCOSX wB97M-V def2-TZVPD def2/J DEFGRID3
* xyz 0 1
C 19.256 26.107 11.431
O 19.385 24.820 10.867
C 18.223 24.100 10.938
C 18.474 22.626 10.632
O 18.875 22.450 9.303
C 19.055 21.044 8.950
C 17.726 20.214 9.018
O 16.812 20.527 8.008
C 15.910 21.603 8.161
H 20.002 26.760 10.945
H 19.342 26.135 12.537
H 18.251 26.509 11.185
H 17.392 24.593 10.361
H 17.903 24.141 12.002
H 17.501 22.097 10.869
H 19.380 22.383 11.237
H 19.830 20.595 9.612
H 19.410 20.860 7.958
H 17.223 20.317 9.967
H 18.097 19.143 8.868
H 15.499 21.786 7.169
H 16.493 22.472 8.422
H 15.082 21.411 8.873
C 14.110 18.280 10.830
O 14.516 17.456 11.894
C 14.399 18.127 13.160
C 15.036 17.204 14.213
O 14.475 15.913 14.400
C 14.871 14.883 13.497
C 13.781 13.864 13.388
O 12.681 14.542 12.857
C 11.429 13.972 13.139
H 14.915 18.951 10.434
H 13.292 18.875 11.125
H 13.874 17.643 9.977
H 13.325 18.293 13.323
H 14.906 19.080 13.044
H 14.872 17.810 15.156
H 16.177 17.162 14.096
H 15.802 14.457 13.837
H 14.888 15.224 12.418
H 13.588 13.336 14.311
H 14.180 13.047 12.731
H 11.279 13.105 12.534
H 10.722 14.586 12.697
H 11.188 13.835 14.186
C 17.634 19.751 12.984
O 17.303 19.381 14.290
C 17.722 20.331 15.293
C 17.755 19.500 16.624
O 18.180 20.354 17.623
C 18.750 19.833 18.771
C 19.266 20.843 19.674
O 18.227 21.568 20.309
C 18.632 22.505 21.260
H 18.697 19.909 12.908
H 17.130 20.684 12.726
H 17.423 19.005 12.239
H 17.079 21.194 15.327
H 18.740 20.670 14.904
H 18.426 18.584 16.579
H 16.708 19.177 16.827
H 19.525 19.071 18.538
H 17.969 19.322 19.351
H 19.888 21.573 19.228
H 19.892 20.367 20.399
H 19.343 21.992 21.985
H 17.707 22.779 21.769
H 19.106 23.403 20.813
C 12.094 27.768 13.460
O 13.050 27.369 12.531
C 13.632 26.094 12.793
C 14.903 25.910 11.979
O 16.003 26.693 12.423
C 16.314 26.586 13.783
C 15.917 27.842 14.611
O 15.667 27.519 16.006
C 14.953 28.577 16.606
H 12.430 27.562 14.476
H 11.227 27.071 13.427
H 11.730 28.756 13.182
H 12.985 25.191 12.816
H 13.920 26.209 13.921
H 14.799 26.178 10.944
H 15.114 24.852 12.054
H 17.356 26.541 13.939
H 15.875 25.674 14.301
H 14.936 28.152 14.175
H 16.729 28.605 14.488
H 15.405 29.497 16.311
H 14.955 28.445 17.707
H 13.880 28.531 16.370
C 16.299 23.652 17.547
S 14.662 23.727 18.277
O 13.899 22.482 17.848
C 14.001 25.039 17.288
H 16.751 22.739 17.926
H 16.903 24.547 17.789
H 16.243 23.545 16.506
H 13.962 24.691 16.240
H 14.572 25.983 17.358
H 12.966 25.329 17.536
C 14.744 22.474 14.447
O 15.919 22.789 14.104
N 13.844 21.964 13.661
C 12.468 21.928 14.150
C 14.160 21.725 12.161
H 14.344 22.653 15.461
H 12.119 20.927 13.938
H 11.767 22.657 13.667
H 12.544 22.154 15.220
H 14.493 22.641 11.702
H 14.782 20.907 12.017
H 13.299 21.463 11.608
C 10.738 24.437 16.749
O 10.721 25.659 16.702
N 9.818 23.697 17.413
C 9.864 22.201 17.409
C 8.722 24.284 18.237
H 11.511 23.794 16.268
H 8.965 21.822 16.858
H 9.870 21.716 18.423
H 10.804 21.870 16.957
H 7.719 24.011 17.915
H 8.891 24.005 19.256
H 8.815 25.364 18.031
C 10.508 19.124 15.077
O 9.805 19.990 14.644
N 10.929 18.045 14.315
C 10.407 17.910 12.971
C 11.483 16.930 15.048
H 10.896 19.104 16.138
H 11.147 17.448 12.289
H 9.974 18.836 12.655
H 9.716 17.039 13.023
H 10.783 16.124 15.109
H 12.388 16.558 14.602
H 11.673 17.081 16.096
C 9.912 21.138 10.476
O 10.970 21.408 11.010
N 8.655 21.199 11.047
C 7.487 20.904 10.271
C 8.503 21.724 12.411
H 9.858 20.868 9.422
H 7.066 19.987 10.669
H 7.720 20.738 9.218
H 6.745 21.749 10.247
H 7.520 21.500 12.898
H 9.277 21.191 12.998
H 8.659 22.813 12.429
*
```